Formula: C4H8N4O
Source: OMol25
Level of theory: ωB97M-V with the def2-TZVPD basis set

Computed properties:
- Electronic energy: -12280.25371 eV
- Maximum force: 0.1050 hartree/bohr
- SMILES: OCC1=NN=CNNC1
- Orbital gap: 8.515 eV
- Lowest unoccupied orbital energy: 0.5 eV
- Charge: 0

Bonds (Å) are listed after each position.
Cartesian coordinates (Å):
1 O 2.5908 1.7442 0.6198  C8 1.501, H15 1.043
2 N -1.9454 0.6958 -0.6678  N5 1.400, C6 1.347
3 N -0.1464 -1.5283 0.0138  N4 1.390, C9 1.419, H12 0.971
4 N -1.5313 -1.6287 -0.0475  N3 1.390, C6 1.420, H13 0.962
5 N -0.6742 1.2831 -0.6690  N2 1.400, C7 1.293
6 C -2.3427 -0.5881 -0.5724  N2 1.347, N4 1.420, H11 1.185
7 C 0.3750 0.8342 -0.0607  N5 1.293, C8 1.564, C9 1.521
8 C 1.8049 1.2340 -0.5524  O1 1.501, C7 1.564, H10 1.144, H17 1.163
9 C 0.1509 -0.3925 0.8105  N3 1.419, C7 1.521, H14 1.229, H16 1.164
10 H 2.2965 0.2209 -0.7554  C8 1.144
11 H -3.3860 -0.9946 -0.9611  C6 1.185
12 H 0.1311 -2.3438 0.4624  N3 0.971
13 H -1.7916 -2.4818 -0.4089  N4 0.962
14 H 1.0566 -0.6985 1.5821  C9 1.229
15 H 2.3909 2.6835 1.0259  O1 1.043
16 H -0.6556 -0.0591 1.5805  C9 1.164
17 H 1.6766 2.0197 -1.3998  C8 1.163